DFT (the ωB97M-V functional and the def2-TZVPD basis) results for a single C4H6F2 molecule.

The geometry in XYZ format:
```
12
Properties=species:S:1:pos:R:3:lowdin_charge:R:1
C -1.66 -1.02 -0.26 0.073
C -0.70 -0.11 -0.04 -0.301
C -1.10 1.35 0.20 -0.027
C 0.70 -0.43 -0.15 -0.446
F 1.43 0.39 -0.92 0.089
F 1.12 -0.34 1.11 0.075
H -1.36 -2.03 -0.64 0.087
H -2.70 -0.81 -0.12 0.059
H -2.06 1.42 0.63 0.058
H -0.83 1.95 -0.69 0.099
H -0.36 1.68 0.94 0.083
H 0.95 -1.45 -0.31 0.150
```

Its SMILES is C=C(C)C(F)F. As for the total charge: 0. The lowest unoccupied orbital energy comes out at 1.00 eV. The value obtained for the energy relative to the best compared isomer or geometry (same formula, charge and spin) is 13.2 kcal/mol. Its highest occupied orbital energy is -0.3708 hartree.

***

DFT (the ωB97M-V functional and the def2-TZVPD basis) results for a molecular structure, C18H38IrN3OPSSi.

The geometry in XYZ format:
```
64
Properties=species:S:1:pos:R:3:lowdin_charge:R:1
Ir 0.06 0.02 -1.36 0.674
Si 0.16 -2.23 -2.34 0.438
P 0.53 1.21 -3.15 0.543
N -1.80 0.10 -1.26 -0.160
H 0.58 1.42 -0.26 -0.023
C 0.84 2.99 -3.05 -0.272
H 0.98 3.42 -4.05 0.046
H 1.73 3.18 -2.46 0.045
H -0.01 3.49 -2.58 0.043
C 1.94 0.57 -4.09 -0.253
H 2.08 1.17 -5.00 0.044
H 1.77 -0.47 -4.38 0.031
H 2.86 0.62 -3.49 0.043
C -0.88 1.06 -4.30 -0.269
H -0.65 1.58 -5.23 0.041
H -1.77 1.50 -3.85 0.038
H -1.08 0.01 -4.51 0.019
C 1.89 -3.02 -2.50 -0.317
H 2.31 -3.24 -1.51 0.015
H 2.57 -2.38 -3.05 -0.002
H 1.80 -3.97 -3.04 0.012
H -0.70 -3.28 -1.75 -0.099
H -0.33 -2.12 -3.73 -0.104
C -3.11 -0.01 -1.43 -0.372
C -5.37 0.83 -1.10 -0.106
C -4.02 0.95 -0.85 -0.031
C -3.64 -1.05 -2.29 -0.024
C -4.99 -1.12 -2.51 -0.101
C -5.86 -0.19 -1.92 -0.095
H -6.04 1.55 -0.65 0.099
H -3.57 1.72 -0.23 0.106
H -2.91 -1.75 -2.71 0.088
H -5.38 -1.91 -3.14 0.102
H -6.93 -0.26 -2.11 0.098
C 3.21 -0.13 -0.25 -0.601
O 2.25 -0.44 -1.00 -0.344
C 3.07 0.49 1.06 -0.136
H 3.97 1.04 1.35 0.073
H 2.86 -0.25 1.84 0.060
H 2.23 1.19 1.05 -0.002
C 4.57 -0.50 -0.76 -0.066
H 5.15 0.41 -0.92 0.061
H 4.49 -1.04 -1.71 0.067
H 5.10 -1.12 -0.04 0.064
C 1.02 2.07 5.42 -0.084
C -0.19 1.61 4.68 -0.231
N 0.21 1.18 3.34 0.010
C 0.00 0.01 2.76 -0.735
S -0.02 -0.03 1.08 0.713
N -0.22 -1.18 3.34 -0.009
C 0.20 -1.61 4.67 -0.236
C -1.01 -2.07 5.43 -0.086
H 1.76 1.28 5.50 0.074
H 0.72 2.35 6.43 0.076
H 1.48 2.93 4.95 0.080
H -0.70 0.77 5.13 0.098
H -0.92 2.43 4.56 0.126
H 0.48 1.94 2.71 0.141
H -0.50 -1.94 2.71 0.137
H 0.92 -2.43 4.55 0.126
H 0.72 -0.77 5.12 0.097
H -1.47 -2.93 4.95 0.079
H -0.70 -2.36 6.42 0.076
H -1.75 -1.28 5.51 0.071
```

The spin multiplicity is 6. As for the total charge: 0. The lowest unoccupied orbital energy (spin up / spin down) comes out at 0.30 / -1.25 eV. The value obtained for the energy relative to the best compared isomer or geometry (same formula, charge and spin) is 12.5 kcal/mol. Its highest occupied orbital energy (spin up / spin down) is -0.1232 / -0.2826 hartree.

***

DFT (the ωB97M-V functional and the def2-TZVPD basis) results for 2 unconnected molecules or ions with the total composition CH2FIO.

The geometry in XYZ format:
```
6
Properties=species:S:1:pos:R:3:lowdin_charge:R:1
C 0.24 -0.15 0.05 -1.000
O -0.41 0.40 1.04 -0.032
F 0.04 -1.49 -0.17 -0.102
I 2.27 0.23 -0.24 0.885
H -0.84 0.34 -1.46 0.144
H -1.29 0.67 0.78 0.106
```

As for the total charge: 0. The lowest unoccupied orbital energy (spin up / spin down) comes out at -0.47 / -0.47 eV. The value obtained for the energy relative to the best compared isomer or geometry (same formula, charge and spin) is 72.9 kcal/mol. Its highest occupied orbital energy (spin up / spin down) is -0.3392 / -0.3393 hartree.

***

DFT (the ωB97M-V functional and the def2-TZVPD basis) results for 2 unconnected molecules or ions with the total composition C26H30BF3O3S.

The geometry in XYZ format:
```
64
Properties=species:S:1:pos:R:3:lowdin_charge:R:1
C 1.56 1.27 -0.67 -0.058
O 0.69 0.64 0.30 -0.201
C -0.50 0.08 -0.14 -0.186
B -1.68 1.32 -0.47 -0.542
O -2.95 1.05 -0.03 0.156
C -3.40 2.31 0.53 -0.452
C -4.45 2.87 -0.43 -0.016
C -4.08 2.01 1.85 -0.008
C -2.09 3.19 0.59 -0.448
C -2.23 4.66 0.28 -0.011
C -1.32 3.04 1.91 -0.005
O -1.27 2.63 -0.47 0.128
C -0.47 -0.63 -1.46 -0.188
C -0.27 -2.01 -1.53 -0.019
C -0.04 -2.62 -2.77 -0.073
C -0.07 -1.85 -3.94 -0.081
C -0.37 -0.49 -3.87 -0.064
C -0.60 0.11 -2.64 -0.039
H 2.39 1.64 -0.06 0.086
H 1.93 0.53 -1.40 0.092
H 1.04 2.10 -1.16 0.092
H -0.93 -0.52 0.67 0.139
H -4.92 3.75 0.02 0.093
H -4.01 3.14 -1.40 0.098
H -5.23 2.11 -0.59 0.098
H -4.46 2.94 2.29 0.098
H -4.92 1.33 1.69 0.098
H -3.39 1.54 2.57 0.088
H -2.81 5.16 1.06 0.097
H -1.23 5.12 0.26 0.098
H -2.70 4.82 -0.69 0.087
H -1.85 3.54 2.73 0.096
H -1.15 1.99 2.19 0.093
H -0.34 3.52 1.81 0.103
H -0.30 -2.59 -0.60 0.104
H 0.16 -3.69 -2.81 0.105
H 0.12 -2.32 -4.90 0.102
H -0.43 0.11 -4.78 0.106
H -0.83 1.18 -2.58 0.118
C 1.06 0.71 4.65 -0.107
C 1.13 -0.31 3.57 -0.581
C 0.22 -1.33 3.33 -0.122
C 0.58 -2.13 2.21 -0.123
C 1.74 -1.70 1.58 -0.466
C 2.44 -2.35 0.50 -0.226
C 2.09 -3.65 0.08 -0.024
C 2.68 -4.23 -1.04 -0.014
C 3.63 -3.51 -1.75 -0.135
C 4.12 -4.05 -3.06 -0.521
F 5.35 -3.57 -3.40 0.115
F 4.19 -5.41 -3.08 0.114
F 3.26 -3.69 -4.07 0.107
C 4.08 -2.27 -1.30 0.003
C 3.49 -1.70 -0.19 -0.031
S 2.44 -0.36 2.46 1.108
H 0.30 0.43 5.38 0.084
H 2.03 0.81 5.15 0.078
H 0.80 1.70 4.23 0.074
H -0.67 -1.47 3.94 0.111
H 0.01 -2.99 1.87 0.107
H 1.33 -4.21 0.63 0.115
H 2.39 -5.23 -1.36 0.127
H 4.88 -1.75 -1.83 0.126
H 3.83 -0.71 0.14 0.098
```

Its SMILES is CO[C@@H](B1OC(C)(C)C(C)(C)O1)c1ccccc1.Cc1ccc(-c2ccc(C(F)(F)F)cc2)s1. As for the total charge: 0. The lowest unoccupied orbital energy comes out at 0.16 eV. The value obtained for the energy relative to the best compared isomer or geometry (same formula, charge and spin) is 7.7 kcal/mol. Its highest occupied orbital energy is -0.2922 hartree.

***

DFT (the ωB97M-V functional and the def2-TZVPD basis) results for a single C12H16N2O molecule.

The geometry in XYZ format:
```
31
Properties=species:S:1:pos:R:3:lowdin_charge:R:1
C -4.38 0.07 0.31 -0.106
C -3.54 -1.22 0.27 -0.228
C -2.20 -1.06 -0.50 -0.174
C -1.21 -0.35 0.45 -0.138
C 0.19 -0.26 -0.24 -0.192
C 0.76 -1.61 -0.57 -0.221
N 1.17 -2.62 -0.98 0.166
C 1.38 0.61 0.47 -0.210
C 1.24 2.05 0.12 -0.059
C 2.22 2.71 -0.51 -0.077
C 3.45 2.02 -0.86 -0.054
C 3.63 0.80 -0.40 -0.010
C 2.65 0.02 0.29 -0.339
N 2.76 -1.15 0.76 0.044
O 3.94 -1.92 0.47 -0.037
H -4.01 0.66 -0.50 0.058
H -4.34 0.64 1.25 0.077
H -5.44 0.07 0.19 0.053
H -4.13 -2.02 -0.15 0.097
H -3.34 -1.45 1.30 0.089
H -2.33 -0.51 -1.34 0.076
H -1.78 -1.99 -0.74 0.091
H -1.38 0.70 0.74 0.121
H -1.20 -0.92 1.35 0.109
H 0.14 -0.02 -1.29 0.143
H 1.06 0.56 1.59 0.187
H 0.37 2.60 0.50 0.118
H 2.13 3.81 -0.72 0.122
H 4.24 2.46 -1.37 0.089
H 4.42 0.10 -0.63 0.114
H 3.54 -2.76 0.73 0.091
```

Its SMILES is CCCC[C@H](C#N)[C@@H]1C=CC=C/C1=N\O. As for the total charge: 0. The lowest unoccupied orbital energy comes out at -0.11 eV. The value obtained for the energy relative to the best compared isomer or geometry (same formula, charge and spin) is 121.4 kcal/mol. Its highest occupied orbital energy is -0.3132 hartree.

***

DFT (the ωB97M-V functional and the def2-TZVPD basis) results for a molecular structure, C18H33N4O2PSiW.

The geometry in XYZ format:
```
60
Properties=species:S:1:pos:R:3:lowdin_charge:R:1
W -0.24 0.73 -0.51 1.082
Si -0.34 2.58 1.08 0.400
P -2.32 -0.08 0.16 0.508
N -0.67 1.31 -2.18 -0.219
H -0.55 -0.43 0.98 -0.027
C -2.71 -1.78 -0.23 -0.245
H -3.76 -1.97 0.05 0.052
H -2.04 -2.46 0.31 0.044
H -2.59 -1.97 -1.31 0.055
C -2.96 0.15 1.83 -0.252
H -3.94 -0.34 1.87 0.053
H -3.07 1.22 2.07 0.046
H -2.28 -0.31 2.56 0.014
C -3.53 0.89 -0.83 -0.282
H -4.54 0.56 -0.56 0.038
H -3.38 0.72 -1.91 0.033
H -3.45 1.96 -0.64 0.037
C -0.12 2.21 2.93 -0.331
H 0.77 1.58 3.10 0.010
H -0.98 1.68 3.34 -0.006
H 0.01 3.16 3.46 0.015
H 0.75 3.59 0.86 -0.087
H -1.62 3.37 1.09 -0.084
C -0.71 1.74 -3.47 -0.387
C -0.28 1.33 -5.85 -0.107
C -0.49 0.85 -4.56 -0.052
C -0.83 3.13 -3.76 -0.052
C -0.62 3.61 -5.05 -0.106
C -0.34 2.71 -6.10 -0.116
H -0.07 0.64 -6.68 0.101
H -0.45 -0.23 -4.35 0.101
H -1.06 3.81 -2.94 0.104
H -0.67 4.69 -5.26 0.102
H -0.15 3.10 -7.11 0.095
C -0.15 -1.92 4.03 -0.458
O -0.63 -0.90 3.56 0.009
C 0.64 -2.94 3.26 -0.015
H 0.34 -3.95 3.58 0.090
H 1.70 -2.80 3.52 0.100
H 0.50 -2.81 2.19 0.053
C -0.30 -2.29 5.50 -0.029
H -0.86 -3.23 5.60 0.087
H -0.83 -1.50 6.04 0.081
H 0.69 -2.45 5.95 0.087
C 3.55 -3.48 -0.40 -0.024
N 3.18 -2.09 -0.24 -0.082
C 4.13 -1.14 0.00 -0.102
C 3.78 0.20 -0.05 -0.035
C 2.47 0.45 -0.37 -0.465
N 1.50 -0.45 -0.28 -0.050
C 1.82 -1.82 -0.16 -0.481
O 0.96 -2.68 -0.02 0.027
N 1.88 1.66 -0.81 -0.030
H 3.06 -3.90 -1.28 0.099
H 3.27 -4.07 0.49 0.092
H 4.64 -3.53 -0.53 0.085
H 5.14 -1.51 0.15 0.110
H 4.49 1.02 0.08 0.110
H 2.22 2.51 -0.35 0.080
H 2.06 1.86 -1.81 0.127
```

The spin multiplicity is 3. As for the total charge: 0. The lowest unoccupied orbital energy (spin up / spin down) comes out at -0.03 / -0.40 eV. Its highest occupied orbital energy (spin up / spin down) is -0.2033 / -0.2633 hartree.

***

DFT (the ωB97M-V functional and the def2-TZVPD basis) results for a molecular structure, C13H17AuO5Si.

The geometry in XYZ format:
```
37
Properties=species:S:1:pos:R:3:lowdin_charge:R:1
Au 0.09 -1.71 -0.39 1.090
O 0.99 -2.66 -4.51 -0.053
C 0.79 -2.06 -3.45 -0.677
O -0.29 -1.97 -2.80 -0.127
C 2.05 -1.43 -2.77 -0.160
C 2.56 -2.46 -1.72 -0.450
C 3.58 -1.77 -0.80 -0.160
C 2.84 -0.79 0.12 -0.211
C 1.64 -0.20 -0.59 -0.177
O 1.55 -3.01 -0.94 -0.348
C 1.85 -0.07 -2.06 -0.215
C 1.01 1.05 -2.76 -0.704
O 1.37 1.28 -3.93 -0.063
O 0.18 1.65 -2.05 -0.073
H 2.79 -1.31 -3.55 0.134
H 3.06 -3.27 -2.27 0.136
H 4.34 -1.25 -1.40 0.105
H 4.10 -2.52 -0.20 0.098
H 3.50 0.05 0.38 0.110
H 2.55 -1.26 1.06 0.093
H 1.13 0.64 -0.14 0.086
H 2.87 0.37 -2.09 0.151
C -1.78 2.13 3.66 -0.208
Si -2.81 1.32 2.29 0.383
C -4.25 0.42 3.13 -0.211
C -3.51 2.70 1.22 -0.199
C -1.83 0.16 1.32 -0.247
C -1.13 -0.54 0.60 -0.277
H -2.39 2.82 4.24 0.013
H -0.95 2.68 3.23 0.023
H -1.37 1.37 4.33 0.018
H -4.86 1.09 3.74 0.012
H -3.86 -0.37 3.77 0.018
H -4.88 -0.04 2.37 0.020
H -4.08 3.42 1.82 0.014
H -4.15 2.30 0.44 0.025
H -2.70 3.24 0.72 0.031
```

As for the total charge: -2. The lowest unoccupied orbital energy comes out at 4.69 eV. The value obtained for the energy relative to the best compared isomer or geometry (same formula, charge and spin) is 0.9 kcal/mol. Its highest occupied orbital energy is -0.0523 hartree.

***

DFT (the ωB97M-V functional and the def2-TZVPD basis) results for 2 unconnected molecules or ions with the total composition C2H4S3.

The geometry in XYZ format:
```
9
Properties=species:S:1:pos:R:3:lowdin_charge:R:1
C -0.65 0.37 1.20 -0.402
C -0.44 -0.08 -0.17 -1.213
S -1.66 -1.11 0.60 0.808
S -0.51 0.63 -1.69 0.748
S 2.00 -1.10 -0.12 0.296
H 0.06 -0.20 1.77 0.032
H -1.31 1.25 1.50 0.118
H 0.47 1.60 -1.69 -0.068
H 2.04 -1.35 -1.40 -0.319
```

As for the total charge: 0. The lowest unoccupied orbital energy (spin up / spin down) comes out at -1.22 / -1.20 eV. The value obtained for the energy relative to the best compared isomer or geometry (same formula, charge and spin) is 73.1 kcal/mol. Its highest occupied orbital energy (spin up / spin down) is -0.3068 / -0.3086 hartree.

***

- The lowest total charge belongs to which entry?
  C13H17AuO5Si